No. 1
This record from OMol25 describes a structure of composition C51H38Cl5CoN4Sb in a non-equilibrium geometry. The level of theory is ωB97M-V/def2-TZVPD.

Summary:
ΔE to the lowest compared entry with this formula, charge and spin ... 71.9 kcal per mole
LUMO (alpha / beta) ... -0.73 / -0.76 eV
HOMO energy (alpha / beta) ... -6.5 / -7.7 eV
Electronic energy ... -166238.036 eV

ORCA input file:
```
! RIJCOSX wB97M-V def2-TZVPD def2/J DEFGRID3
* xyz 0 2
Sb 1.399 1.848 0.923
Co -0.785 -1.522 -1.486
Cl 0.572 0.601 -4.075
Cl -3.760 -1.348 -1.522
Cl -4.316 1.342 -6.119
Cl -5.569 -0.144 -3.681
Cl -1.248 1.704 -6.277
N 0.077 -3.209 -3.480
N -0.944 -3.110 -2.678
N -1.400 -0.334 -0.083
N -0.288 -2.666 -0.019
C -0.052 0.830 3.451
C -2.072 -3.817 -3.025
C -2.033 -0.401 2.260
C 1.101 -1.562 -2.108
C 3.148 -0.684 2.127
C -1.927 0.821 -4.969
C -4.317 -5.330 -3.718
C 0.008 -4.157 2.324
C 2.242 -0.932 -1.691
C 1.474 -1.519 3.718
C -2.263 -4.259 -4.344
C -1.699 5.670 1.527
C -0.700 -2.183 1.188
C -1.623 -0.468 -2.898
C 0.462 -4.638 1.088
C -0.971 -2.292 3.682
C -3.025 -4.168 -2.058
C -4.146 -4.891 -2.415
C -0.155 4.086 2.435
C -3.862 -0.005 -3.821
C 0.169 -1.530 4.433
C -0.557 -2.904 2.384
C -2.795 0.733 2.093
C -1.025 5.146 2.616
C -3.022 -0.548 -2.860
C -0.638 -0.221 4.341
C 3.479 2.722 3.714
C -0.572 4.103 0.069
C -3.308 0.677 -4.900
C 3.157 3.102 1.234
C 1.862 -0.550 2.886
C 3.854 3.355 2.409
C 3.455 -1.152 -2.340
C 4.640 4.570 0.016
C 4.945 4.217 2.359
C 1.178 -2.522 -3.150
C 3.561 3.707 0.052
C 2.410 -2.744 -3.795
C -1.462 5.155 0.267
C -1.118 0.275 -3.970
C 0.315 -3.860 -0.035
C 1.050 0.657 2.721
C -1.789 -0.984 3.611
C -0.266 3.691 -1.338
C -1.371 -0.932 1.141
C -3.365 -5.014 -4.677
C 0.053 3.539 1.179
C -2.028 0.849 -0.175
C -2.760 1.386 0.854
C 3.528 -2.049 -3.396
C 5.339 4.824 1.181
H 2.464 -3.486 -4.574
H 3.608 0.285 1.943
H 6.187 5.493 1.174
H 4.934 5.036 -0.914
H -0.661 1.718 3.351
H 0.100 -4.758 3.214
H 2.402 2.742 3.862
H 0.378 3.692 3.291
H 0.496 4.357 -1.742
H -4.895 -5.121 -1.669
H -2.390 6.490 1.661
H -3.483 -5.355 -5.694
H -1.165 5.564 3.603
H -3.385 1.123 2.908
H 0.116 2.672 -1.403
H 3.020 3.497 -0.863
H -1.967 5.584 -0.587
H -0.939 0.203 5.303
H 3.799 1.681 3.744
H -2.713 -1.008 4.190
H -1.440 -3.061 4.298
H -5.178 -5.924 -3.987
H 5.497 4.417 3.268
H -2.880 -3.883 -1.025
H 3.957 3.240 4.542
H 0.666 -4.211 -0.996
H 2.215 -0.219 -0.874
H 4.333 -0.612 -2.019
H -1.526 -3.991 -5.085
H 0.932 -5.605 1.018
H 4.472 -2.207 -3.898
H 2.098 -2.390 3.867
H 3.849 -1.309 2.677
H 2.958 -1.165 1.167
H 0.303 -1.900 5.453
H -1.967 1.358 -1.125
H -1.148 3.783 -1.970
H -3.294 2.311 0.711
*
```



No. 2
This record from OMol25 describes a structure of composition C51H39BrN4O4W. The level of theory is ωB97M-V/def2-TZVPD.

Summary:
ΔE to the lowest compared entry with this formula, charge and spin ... 0.0 kcal per mole
LUMO (alpha / beta) ... -5.77 / -6.55 eV
HOMO energy (alpha / beta) ... -13.2 / -13.3 eV
Electronic energy ... -139529.529 eV

ORCA input file:
```
! RIJCOSX wB97M-V def2-TZVPD def2/J DEFGRID3
* xyz 2 3
W 0.498 -0.270 0.002
Br 0.617 -0.301 -3.711
O 2.913 -0.701 2.091
O 0.637 1.331 -0.976
O -4.446 0.039 -4.324
O -0.909 -0.999 1.067
N 0.372 1.495 1.694
N 2.518 -0.612 -1.095
N 0.529 -2.307 -0.859
N -1.304 -0.343 -1.673
C 1.774 -4.071 -1.969
C 0.693 3.545 -4.622
C 1.126 2.613 1.581
C -3.079 4.670 0.033
C -0.519 -3.127 -0.790
C -4.846 -3.332 2.958
C 4.714 -0.026 -1.833
C 0.053 2.028 4.009
C 2.032 3.808 -4.874
C 3.010 -4.465 -2.577
C 0.549 -2.999 2.528
C 1.658 -2.774 -1.449
C -2.983 3.291 0.115
C 0.036 -1.846 3.130
C -2.491 -3.106 3.408
C 4.943 -1.297 -2.300
C -0.229 1.261 2.889
C 2.740 -1.866 -1.559
C -0.681 3.381 -0.603
C 0.272 3.249 -3.337
C -3.470 -0.096 -3.433
C -2.438 -1.940 2.654
C 3.489 0.278 -1.243
C -0.495 -4.423 -1.290
C 1.673 -2.100 4.887
C -1.144 -1.137 2.480
C 2.941 3.780 -3.828
C 2.198 -3.219 4.259
C -2.578 -0.373 -1.247
C -1.789 2.652 -0.198
C 0.652 -4.906 -1.875
C -3.676 -0.259 -2.062
C 1.430 3.408 2.675
C 0.679 2.753 -0.910
C 0.926 3.095 3.920
C 1.620 -3.678 3.084
C -2.157 -0.093 -3.904
C 2.517 3.480 -2.540
C -3.688 -3.798 3.557
C -1.362 0.276 3.009
C -4.808 -2.157 2.219
C -1.130 -0.224 -2.996
C 3.932 -2.262 -2.180
C 1.622 3.099 0.243
C -3.617 -1.468 2.076
C 0.594 -1.424 4.331
C 2.010 -0.652 1.425
C -1.975 5.407 -0.371
C 4.044 -3.602 -2.676
C 1.180 3.205 -2.282
C -0.789 4.768 -0.690
H -0.441 1.798 4.943
H 3.282 1.273 -0.892
H -4.670 -0.291 -1.636
H -4.008 5.169 0.276
H 2.362 4.049 -5.875
H 2.098 -1.753 5.819
H 3.037 -3.744 4.696
H -1.732 1.578 -0.119
H -0.028 3.580 -5.428
H 4.970 -3.901 -3.148
H -5.712 -1.770 1.769
H 0.697 -5.915 -2.266
H -3.709 -4.702 4.151
H -0.778 3.056 -3.151
H 3.983 4.010 -4.010
H 0.076 -3.385 1.637
H -1.603 -3.488 3.892
H 2.044 4.286 2.530
H -3.841 2.706 0.423
H 5.462 0.748 -1.921
H 0.057 5.354 -1.029
H -5.776 -3.871 3.078
H 3.250 3.500 -1.743
H 2.628 2.719 0.063
H 1.720 4.182 0.313
H 3.092 -5.472 -2.965
H -5.318 0.026 -3.911
H 1.163 3.695 4.788
H -1.398 -2.739 -0.294
H -3.618 -0.529 1.534
H -1.960 0.000 -4.961
H 0.201 -0.564 4.855
H -2.039 6.485 -0.447
H 1.997 -4.575 2.608
H 5.883 -1.557 -2.770
H -2.699 -0.507 -0.182
H -2.216 0.698 2.473
H -1.665 0.226 4.054
H -1.382 -5.035 -1.202
*
```



No. 3
This record from OMol25 describes a structure of composition C51H40BiFN13O5 in a non-equilibrium geometry. The level of theory is ωB97M-V/def2-TZVPD.

Summary:
ΔE to the lowest compared entry with this formula, charge and spin ... 0.0 kcal per mole
LUMO ... -3.30 eV
HOMO energy ... -7.3 eV
Electronic energy ... -91696.243 eV

ORCA input file:
```
! RIJCOSX wB97M-V def2-TZVPD def2/J DEFGRID3
* xyz 1 1
Bi 1.831 1.652 -0.072
F -5.703 0.088 0.231
O -0.015 0.631 -1.984
O 1.515 -0.931 3.178
O -0.822 0.827 -4.102
O -0.892 0.443 1.307
O 1.934 -1.256 0.979
N -8.347 -3.769 1.964
N -1.275 3.108 -1.459
N -1.860 -3.461 1.845
N 3.031 0.570 -1.565
N -6.470 -2.659 0.840
N 2.421 1.821 -3.545
N -1.477 2.278 -2.533
N 3.800 -1.331 -0.292
N 2.828 3.271 1.120
N 1.863 5.179 -0.043
N 4.087 2.098 2.886
N 3.366 0.621 1.142
N 2.248 3.242 -1.552
C 3.600 -0.659 -1.374
C -8.873 -2.599 1.152
C 1.073 4.454 -4.783
C 2.543 6.628 2.638
C 0.785 6.353 -2.737
C 3.378 -0.814 0.967
C -0.561 -3.019 2.035
C 0.537 5.666 -5.058
C 4.521 -0.302 2.932
C 3.479 3.135 2.272
C 3.977 0.931 2.300
C 2.712 5.332 2.175
C 5.327 -0.509 4.056
C 4.646 -2.403 -3.046
C -2.483 -1.276 1.146
C 1.416 5.133 -2.455
C -2.593 -5.738 1.037
C -0.207 -1.727 1.806
C 4.080 4.834 4.130
C 1.831 4.553 -1.245
C 3.480 -0.374 -3.624
C -1.135 -0.750 1.388
C -3.502 -0.377 0.801
C 3.683 -0.623 -4.969
C 1.188 -1.287 2.090
C 2.891 0.792 -2.901
C -6.761 -3.847 0.097
C -7.665 -4.720 1.010
C 5.416 -2.854 3.416
C -4.146 -3.039 1.285
C 0.343 6.596 -4.020
C 3.871 6.116 4.573
C 5.753 -1.807 4.264
C 3.478 4.458 2.936
C 4.120 -1.375 2.159
C 4.620 -2.662 2.334
C 4.209 -1.871 -5.326
C 3.983 -1.251 -2.679
C 2.399 4.610 0.960
C -0.679 1.216 -2.825
C -4.785 -0.821 0.610
C -2.818 -2.584 1.413
C -1.196 -5.902 1.544
C -5.127 -2.161 0.849
C 3.100 7.003 3.832
C -0.022 -0.314 -4.425
C -2.139 -4.861 2.082
C 1.507 4.159 -3.470
C -7.642 -1.749 0.813
C 2.045 2.974 -2.916
C 4.692 -2.742 -4.377
H -4.417 -4.070 1.469
H 4.386 -3.410 1.608
H -7.322 -3.553 -0.814
H -8.414 -5.297 0.491
H -0.966 -6.734 2.161
H 4.675 4.097 4.644
H 2.980 7.990 4.234
H -2.506 -5.026 3.094
H -5.865 -4.363 -0.221
H 3.473 0.129 -5.771
H -7.680 -3.446 2.637
H 0.062 5.889 -6.025
H -1.563 2.666 -0.582
H -0.560 -0.893 -5.156
H -3.303 -6.487 1.357
H -1.831 2.768 -3.332
H -7.015 -5.421 1.578
H 0.914 0.020 -4.851
H 6.476 -1.988 5.064
H 2.000 7.321 2.013
H 5.606 0.369 4.657
H 0.161 -3.722 2.369
H -0.387 3.540 -1.442
H 1.086 3.675 -5.554
H 4.303 6.406 5.490
H -9.365 -2.976 0.205
H -3.242 0.656 0.626
H -9.120 -4.245 2.441
H -0.126 7.530 -4.282
H 5.110 -3.714 -4.646
H -7.477 -0.967 1.525
H 5.946 -3.787 3.537
H 5.021 -3.041 -2.274
H -2.701 -5.402 0.017
H 4.187 -2.128 -6.421
H 0.673 7.076 -1.958
H 0.172 -0.974 -3.579
H -9.647 -2.026 1.703
H -7.756 -1.283 -0.188
H -0.377 -5.533 0.957
*
```



No. 4
This record from OMol25 describes a structure of composition C51H41BrNO2RhS2Si. The level of theory is ωB97M-V/def2-TZVPD.

Summary:
ΔE to the lowest compared entry with this formula, charge and spin ... 24.8 kcal per mole
LUMO ... -6.50 eV
HOMO energy ... -12.8 eV
Electronic energy ... -161723.367 eV

ORCA input file:
```
! RIJCOSX wB97M-V def2-TZVPD def2/J DEFGRID3
* xyz 2 1
Rh -1.264 1.227 1.010
Br -3.356 1.183 2.497
S -2.702 -1.742 0.047
S 0.712 0.452 0.087
Si -0.316 2.627 2.737
O -2.196 -0.373 -0.371
O 0.303 -0.162 1.419
N -2.624 2.585 0.374
C 0.597 -3.076 -4.710
C -2.734 -2.018 -2.686
C -3.697 -4.809 -5.075
C 1.492 2.989 2.604
C -2.169 4.289 4.073
C 5.039 1.666 -0.227
C 2.268 -3.535 0.325
C -2.291 6.227 2.091
C 4.689 0.401 0.263
C 0.600 -0.713 -1.253
C -2.659 3.439 -0.651
C -4.794 3.308 1.091
C -1.612 -3.262 1.980
C -2.964 -2.737 -3.850
C 1.692 -4.749 2.772
C 0.264 -2.842 -2.297
C -3.748 4.266 -0.851
C -0.067 -2.681 0.191
C 0.669 -4.032 2.102
C 3.752 2.308 3.147
C -2.982 5.402 4.241
C 3.226 -4.242 0.990
C 0.911 -0.888 -3.621
C 4.029 2.555 -0.581
C -3.481 -3.922 -1.395
C -1.482 5.115 1.926
C -0.634 -3.944 2.641
C -3.042 6.371 3.251
C -4.818 4.209 0.032
C -1.324 -2.640 0.747
C 3.370 0.021 0.381
C -0.064 -4.973 -3.388
C 2.388 0.941 0.022
C 0.916 -0.121 -2.499
C 0.596 -2.267 -3.549
C -0.071 -4.219 -2.251
C -3.445 -4.042 -3.809
C 3.344 4.511 2.268
C 2.939 -4.852 2.233
C 4.225 3.548 2.742
C -3.672 2.528 1.186
C -3.707 -4.620 -2.567
C 1.987 4.236 2.205
C -2.980 -2.629 -1.470
C 0.959 -3.403 0.865
C 0.276 -4.399 -4.632
C 2.694 2.207 -0.451
C 6.483 2.048 -0.353
C 2.396 2.030 3.076
C 0.259 -2.032 -1.116
C -1.400 4.129 2.916
H -3.668 7.244 3.386
H -3.752 4.949 -1.687
H 6.996 1.932 0.602
H -1.796 3.448 -1.303
H -0.847 -4.427 3.587
H -3.557 5.519 5.150
H -3.452 -5.864 -4.951
H -4.750 -4.749 -5.355
H -0.319 -6.024 -3.338
H 2.497 -3.088 -0.634
H 4.213 -4.349 0.560
H -0.909 5.016 1.008
H 6.597 3.078 -0.683
H 3.713 5.485 1.974
H -2.350 -1.008 -2.715
H -5.605 3.220 1.799
H 1.459 -5.222 3.718
H 4.437 1.564 3.533
H -0.335 -4.673 -1.305
H 3.104 -0.958 0.758
H 5.282 3.772 2.812
H 1.180 0.928 -2.555
H 5.470 -0.292 0.550
H -3.685 -4.385 -0.436
H -0.546 1.679 3.850
H 0.282 -5.014 -5.522
H 2.035 1.064 3.409
H 1.310 5.017 1.878
H 6.988 1.401 -1.072
H 1.911 2.912 -0.698
H -3.111 -4.411 -5.902
H 4.287 3.540 -0.946
H -4.088 -5.632 -2.519
H 0.858 -2.625 -5.659
H -2.760 -2.276 -4.809
H -5.673 4.857 -0.102
H -2.331 6.988 1.322
H -2.124 3.546 4.861
H -2.612 -3.193 2.389
H 1.158 -0.453 -4.581
H 3.710 -5.409 2.746
*
```



Number 1 is which compound? C51H38Cl5CoN4Sb



Look up the ΔE to the lowest compared entry with this formula, charge and spin of the second one. 0.0 kcal per mole



Number 2 is which compound? C51H39BrN4O4W